C20H22N3O2PPdS3 as an isolated structure. Source: OMol25; level of theory: ωB97M-V/def2-TZVPD.

Lowest unoccupied orbital energy (spin up / spin down) in eV: 2.04 / 1.87
Net charge: -1
<S²>: 0.762
Multiplicity: 2

Each line ends with the Mulliken charge.
Cartesian coordinates (Å):
Pd: -0.01956 -0.50258 -1.46715  0.197
C: -4.22512 3.40893 -3.66395  -0.863
C: -4.33097 2.01171 -3.08729  -0.369
O: -3.52554 1.89827 -1.91853  -0.311
P: -2.16592 0.95580 -2.05260  0.296
S: 1.01689 -1.22697 -3.28541  -0.573
S: -1.75096 0.47572 -0.10220  -0.537
O: -1.02691 2.12947 -2.35934  -0.071
C: -0.60109 2.27043 -3.71954  -0.154
C: 0.86247 2.64080 -3.72815  -1.036
H: -4.86215 3.51046 -4.54708  0.354
H: -3.19736 3.63029 -3.95218  0.116
H: -4.53406 4.14987 -2.92572  0.253
H: -4.03379 1.26471 -3.83196  0.384
H: -5.36337 1.79472 -2.80374  0.313
H: -1.19799 3.05511 -4.19727  0.075
H: -0.76654 1.33374 -4.25932  0.434
H: 1.02162 3.61406 -3.25910  0.317
H: 1.23377 2.67974 -4.75528  0.353
H: 1.43997 1.89964 -3.17275  0.121
N: 2.76266 0.96866 8.48485  -0.532
C: 2.74611 0.91143 7.33737  0.092
C: 2.73216 0.83829 5.88492  0.464
C: 1.52699 0.70659 5.20729  -0.881
C: 1.51514 0.62918 3.82508  -0.269
C: 2.71383 0.70403 3.12385  0.546
C: 3.92048 0.83506 3.79944  -0.357
C: 3.92863 0.89611 5.18235  -0.806
N: 2.69424 0.63952 1.71825  0.251
C: 3.61270 0.01149 0.88063  -0.307
C: 3.11779 0.15987 -0.37273  -0.677
N: 1.94035 0.88250 -0.34267  -0.332
C: 1.71821 1.14888 0.90468  -0.485
H: 0.60071 0.64378 5.76191  0.424
H: 0.58689 0.48256 3.28903  0.576
H: 4.84405 0.90468 3.24128  0.475
H: 4.86213 1.00180 5.71833  0.420
H: 4.45243 -0.53696 1.26814  0.407
H: 3.48992 -0.25084 -1.29645  0.398
H: 0.86864 1.69684 1.28256  0.521
S: 0.49620 -2.18343 0.02952  -0.267
C: -0.69044 -3.47715 -0.11098  0.548
C: -1.66062 -3.55407 -1.10834  -0.192
C: -2.54258 -4.62625 -1.15671  -0.565
C: -2.48695 -5.64504 -0.21471  -0.455
C: -1.52608 -5.57237 0.78876  -0.444
C: -0.64449 -4.50500 0.83995  -0.678
H: -1.72061 -2.76057 -1.84571  0.480
H: -3.28604 -4.65821 -1.94499  0.342
H: -3.17767 -6.47773 -0.25825  0.348
H: -1.46671 -6.34830 1.54323  0.319
H: 0.09854 -4.45928 1.62866  0.337

---

One molecule with the formula C20H22N4O2 in a non-equilibrium geometry. Source: OMol25; level of theory: ωB97M-V/def2-TZVPD.

Lowest unoccupied orbital energy in eV: -0.29
Structure (SMILES): COc1ccccc1CCN(C)c1cc(-c2ccncn2)cc(=O)n1C

Each line ends with the Mulliken charge.
Cartesian coordinates (Å):
C: 2.54270 1.82212 1.44026  -0.795
O: 1.61990 2.79161 1.00652  -0.469
C: 0.45877 2.90391 1.75254  0.788
C: 0.49948 3.02206 3.15445  -0.651
C: -0.63876 3.14013 3.89156  -0.606
C: -1.89946 3.13575 3.27670  -0.642
C: -1.97505 3.05651 1.88344  -0.596
C: -0.81092 2.97796 1.10026  0.954
C: -0.96025 2.98480 -0.42070  -1.268
C: -0.44420 1.64993 -1.03153  -1.165
N: -1.34082 0.50293 -0.67529  0.964
C: -2.75979 0.52799 -1.21711  -1.116
C: -0.78680 -0.75740 -0.42957  -0.760
C: 0.05901 -1.26067 -1.39535  0.004
C: 0.74569 -2.57828 -1.27483  0.551
C: 1.65752 -3.08031 -2.33229  0.657
C: 2.24302 -4.32744 -2.34158  -0.639
C: 3.00324 -4.73684 -3.43978  -0.268
N: 3.28046 -3.86008 -4.41383  -0.597
C: 2.70585 -2.65384 -4.33706  -0.114
N: 1.94425 -2.23829 -3.33401  -0.440
C: 0.46272 -3.23990 -0.10049  -0.619
C: -0.51793 -2.80028 0.85014  0.212
O: -0.85208 -3.52873 1.77039  -0.703
N: -1.04422 -1.50385 0.73319  0.196
C: -1.92870 -0.92764 1.79031  -0.891
H: 3.35597 1.81743 0.78387  0.255
H: 2.95574 2.08830 2.41799  0.347
H: 2.03477 0.82621 1.47091  0.258
H: 1.40544 3.02852 3.67869  0.365
H: -0.55981 3.22249 4.96543  0.391
H: -2.79224 3.21368 3.91790  0.348
H: -2.95650 3.02462 1.48793  0.347
H: -0.30782 3.78266 -0.77802  0.480
H: -2.00212 3.15878 -0.70370  0.426
H: 0.59855 1.48406 -0.74358  0.611
H: -0.35280 1.82484 -2.09782  0.390
H: -3.39710 1.11698 -0.58564  0.262
H: -2.79254 0.97336 -2.21033  0.366
H: -3.15967 -0.52032 -1.27794  0.301
H: 0.12832 -0.71861 -2.31325  0.515
H: 2.07265 -5.02970 -1.56780  0.353
H: 3.48879 -5.72785 -3.44587  0.359
H: 2.76608 -1.97476 -5.15828  0.431
H: 0.87584 -4.24213 0.10794  0.289
H: -1.83046 -1.44201 2.72776  0.433
H: -2.97297 -1.07882 1.45000  0.315
H: -1.82177 0.15013 1.96750  0.173

---

C20H22N4O3PRu as an isolated structure. Source: OMol25; level of theory: ωB97M-V/def2-TZVPD.

Lowest unoccupied orbital energy (spin up / spin down) in eV: -7.60 / -7.39
Net charge: +2
<S²>: 0.754
Multiplicity: 2

Each line ends with the Mulliken charge.
Cartesian coordinates (Å):
Ru: -0.35179 -0.16753 -0.36989  0.093
O: -2.20984 3.15680 -1.67595  -0.529
C: -1.89610 2.06562 -1.30628  0.098
N: -0.57992 1.60537 -1.09606  0.241
C: 0.56003 2.40390 -1.27452  0.046
O: 0.58904 3.54530 -1.62873  -0.534
C: 1.82332 1.64386 -0.92614  0.567
C: 3.05708 2.23536 -1.09697  -0.685
C: 4.19179 1.52170 -0.73744  -0.443
C: 4.04185 0.24943 -0.20710  -1.095
C: 2.76954 -0.27718 -0.07144  -0.473
N: 1.67444 0.39898 -0.43318  0.381
C: -2.91284 1.00749 -0.94446  0.433
C: -4.25932 1.27240 -1.06981  -0.655
C: -5.16734 0.29664 -0.68182  -0.347
C: -4.68730 -0.89688 -0.16781  -0.933
C: -3.31956 -1.08965 -0.07840  -0.231
N: -2.44275 -0.16435 -0.47442  0.445
H: 3.09878 3.23554 -1.50665  0.590
H: 5.17572 1.95211 -0.86625  0.480
H: 4.89781 -0.33827 0.09328  0.485
H: 2.61256 -1.26491 0.33889  0.847
H: -4.56498 2.23335 -1.46046  0.556
H: -6.23115 0.47009 -0.76989  0.465
H: -5.35826 -1.67604 0.16466  0.456
H: -2.91028 -2.00335 0.32845  0.461
C: -0.43259 -3.77781 0.34071  -1.290
P: -0.08325 -2.58093 -0.97865  1.004
C: 1.52602 -3.09942 -1.63639  -1.176
C: -1.23829 -2.98172 -2.31867  -1.209
H: -0.37277 -4.79185 -0.05787  0.422
H: -1.42660 -3.62313 0.75627  0.379
H: 0.29658 -3.67186 1.14360  0.343
H: 1.44025 -4.10677 -2.04675  0.447
H: 2.27943 -3.11650 -0.85072  0.367
H: 1.85387 -2.42613 -2.42841  0.401
H: -1.15594 -4.03952 -2.57283  0.437
H: -1.00835 -2.39115 -3.20638  0.386
H: -2.26292 -2.76847 -2.01757  0.361
O: -0.62972 0.28827 1.49297  -0.630
N: 0.28047 1.07412 2.13421  0.465
C: 1.21502 0.49020 2.89792  0.054
C: 2.09258 1.27355 3.61236  -0.862
C: 1.98984 2.65694 3.53129  -0.155
C: 0.99758 3.22477 2.74255  -1.024
C: 0.13595 2.40483 2.04992  0.107
H: 1.19586 -0.58903 2.91277  0.529
H: 2.83811 0.79797 4.23297  0.468
H: 2.66971 3.28713 4.08831  0.454
H: 0.87510 4.29563 2.66717  0.481
H: -0.67644 2.75508 1.42959  0.522

---

no.,molar mass (g/mol)
1,570.01
2,350.42
3,498.46